Entry 1:
14
Properties=species:S:1:pos:R:3:forces:R:3:mulliken_charge:R:1 method="wB97M-V/def2-TZVPD" max_force_ev_per_a=6.8 e_above_lowest_kcal_mol=56.27 smiles="C=N[C@@H](O)/[NH+]=C/O" homo_ha=-0.5211 e_lumo_ev=-5.1 homo_lumo_gap_ha=0.33326 charge=+1
C 1.423318 -1.302699 0.096409 2.539 -2.621 1.862 -0.256
N 0.790115 -0.470011 -0.498675 -3.402 3.996 -3.507 -0.353
C 0.372752 0.751017 0.173452 -0.607 -0.374 -0.792 0.160
O 0.804454 1.900812 -0.463956 1.239 -1.260 2.064 -0.489
N -1.132885 0.686443 0.291181 -0.305 -4.582 -4.980 -0.167
C -1.870998 -0.205801 -0.495833 0.622 1.863 4.015 0.237
O -3.093940 -0.353840 -0.110724 -1.719 -1.069 -1.571 -0.359
H 1.797439 -2.120394 -0.512591 0.074 -0.444 0.551 0.277
H 1.662138 -1.180230 1.151030 0.367 -0.362 0.287 0.217
H 0.747780 0.656421 1.163358 0.324 0.882 1.221 0.401
H 0.185404 2.261644 -1.055923 -1.296 0.488 -1.396 0.340
H -1.718733 1.341238 0.717499 -0.696 1.396 1.354 0.236
H -1.737381 -0.981720 -1.214573 2.487 0.274 -0.846 0.315
H -3.516130 -1.062832 -0.730719 0.374 1.814 1.737 0.440



Entry 2:
20
Properties=species:S:1:pos:R:3:forces:R:3:mulliken_charge:R:1 method="wB97M-V/def2-TZVPD" max_force_ev_per_a=1.2 e_above_lowest_kcal_mol=25.66 smiles="C=CC[C@H](C)NC" homo_ha=-0.3187 e_lumo_ev=1.1 homo_lumo_gap_ha=0.36074
C -0.382656 -2.443893 -1.783636 -0.785 0.684 -0.464 -0.779
C 0.110299 -1.854521 -0.703101 0.809 -0.613 -0.116 -0.130
C 0.847300 -0.550601 -0.763068 -0.822 0.248 -0.570 -1.145
C 0.100367 0.592126 -0.077782 0.836 -0.065 0.817 0.453
C 0.769723 1.941095 -0.375110 0.000 0.586 0.249 -1.379
N 0.076540 0.275677 1.371036 -0.412 0.316 -0.415 -0.398
C -1.198198 0.511101 2.017798 -0.253 0.200 0.113 -0.997
H -0.943749 -3.365392 -1.852527 0.223 -0.228 0.510 0.296
H -0.420928 -1.877056 -2.712362 0.298 -0.054 -0.035 0.225
H 0.161141 -2.372317 0.249479 -0.314 0.045 0.038 0.320
H 1.033413 -0.264258 -1.790726 -0.136 -0.045 -0.496 0.470
H 1.827063 -0.651632 -0.335208 0.529 -0.035 0.567 0.326
H -0.924021 0.636406 -0.444069 -0.087 -0.205 0.041 0.448
H 1.726285 1.866609 -0.892949 -0.211 -0.175 -0.419 0.380
H 1.036943 2.505404 0.518022 -0.187 -0.186 0.407 0.383
H 0.080452 2.608541 -0.890511 0.218 -0.030 -0.415 0.287
H 0.811084 0.802609 1.820135 0.036 -0.009 0.140 0.248
H -1.964260 -0.045395 1.494007 -0.184 -0.245 -0.103 0.338
H -1.162411 0.148885 3.026724 0.061 -0.436 0.582 0.350
H -1.584387 1.536611 2.123849 0.378 0.247 -0.431 0.305



Entry 3:
97
Properties=species:S:1:pos:R:3:forces:R:3:mulliken_charge:R:1 method="wB97M-V/def2-TZVPD" max_force_ev_per_a=0.2 e_above_lowest_kcal_mol=0.00 homo_ha=-0.1532 e_lumo_ev=1.6 homo_lumo_gap_ha=0.21014 charge=-1
Zn 0.076106 -0.206003 0.360674 0.023 -0.015 -0.005 1.775
C 4.587999 3.484573 5.448756 0.000 -0.006 0.002 -0.365
C 4.811131 2.158502 5.104178 -0.002 0.006 -0.005 -0.822
C 3.989250 1.529464 4.179965 -0.011 0.002 0.002 -0.059
C 2.931624 2.213624 3.583045 0.012 0.008 0.006 -0.726
C 2.718462 3.544885 3.936183 0.010 -0.008 0.001 -0.022
C 3.537837 4.176279 4.861417 -0.005 -0.005 -0.011 -0.815
C 2.050659 1.534318 2.588241 -0.020 0.002 0.000 0.627
C 2.623989 1.180395 1.360850 -0.044 -0.010 -0.024 0.578
C 3.993381 1.463475 0.970640 0.001 0.014 0.015 -1.499
C 4.153533 0.967412 -0.274935 0.011 0.000 -0.002 -1.800
C 2.882690 0.389713 -0.663852 -0.007 0.032 0.013 -0.026
N 1.989630 0.542565 0.347189 0.086 -0.026 -0.020 0.973
C 2.631482 -0.177323 -1.913612 -0.017 0.020 0.001 1.824
C 1.393392 -0.650272 -2.363160 -0.020 -0.033 -0.006 -0.304
C 1.159932 -1.226633 -3.671841 -0.008 -0.001 0.003 -1.627
C -0.148052 -1.562560 -3.721419 0.020 0.012 -0.018 -1.601
C -0.720557 -1.201059 -2.439178 0.022 -0.008 0.008 0.267
C -2.053839 -1.406584 -2.073765 -0.010 -0.013 0.002 0.605
C -2.933855 -2.093014 -3.066097 -0.034 0.028 -0.014 -0.873
C -3.946345 -1.400228 -3.727057 0.038 -0.016 0.015 0.050
C -4.767454 -2.046649 -4.640018 0.001 -0.009 -0.001 -0.757
C -4.586794 -3.398259 -4.902000 0.003 0.007 0.002 -0.382
C -3.581573 -4.096607 -4.247357 -0.001 0.001 0.000 -0.832
C -2.758839 -3.448456 -3.336705 0.001 0.000 0.018 -0.187
C -2.628567 -1.069168 -0.838895 0.042 0.023 0.057 0.584
N -1.976218 -0.507535 0.214371 -0.054 -0.063 -0.010 1.179
C -2.868345 -0.396960 1.234225 0.054 -0.008 -0.060 0.040
C -2.595833 0.133217 2.503473 -0.018 -0.011 0.019 0.801
C -3.726107 0.151976 3.481956 -0.001 0.013 -0.032 -0.815
C -4.458742 1.315498 3.701048 0.008 -0.007 0.018 0.322
C -5.511780 1.330265 4.605287 0.003 -0.005 -0.006 -0.883
C -5.847854 0.177373 5.301586 0.001 0.003 0.003 -0.331
C -5.124371 -0.987762 5.088883 0.012 -0.006 -0.013 -0.936
C -4.070479 -0.998914 4.185297 -0.013 0.007 0.014 0.460
C -1.372453 0.652462 2.930172 0.019 -0.003 -0.013 0.080
C -1.139583 1.240474 4.231646 0.016 0.005 0.025 -1.611
C 0.151444 1.642991 4.252832 0.003 -0.010 -0.012 -1.586
C 0.719061 1.299128 2.964051 0.028 -0.056 -0.017 0.478
N -0.224391 0.693941 2.202122 -0.043 0.051 0.004 0.703
C -4.149763 -0.911440 0.811927 -0.011 0.007 0.000 -1.628
C -4.000358 -1.330144 -0.469626 -0.002 -0.011 0.001 -1.560
N 0.239586 -0.645927 -1.656008 0.000 0.004 -0.052 1.447
C 3.780326 -0.254106 -2.866804 0.005 -0.045 0.016 -1.133
C 4.719690 -1.275879 -2.752110 0.018 -0.002 -0.047 0.279
C 5.790005 -1.338621 -3.635222 -0.014 -0.006 0.013 -0.849
C 5.935477 -0.387424 -4.635884 0.002 0.002 0.005 -0.418
C 4.998718 0.630029 -4.756864 -0.018 -0.001 0.006 -0.794
C 3.926687 0.692518 -3.876993 0.011 0.014 0.007 0.259
H 5.228332 3.975440 6.171013 0.000 0.001 -0.001 0.378
H 5.625581 1.609098 5.559917 0.000 -0.001 -0.002 0.378
H 4.157491 0.493098 3.913585 0.000 0.002 -0.001 0.481
H 1.900286 4.083236 3.473031 -0.001 0.001 0.002 0.461
H 3.357780 5.212408 5.120942 -0.001 -0.001 0.001 0.371
H 4.724753 1.980909 1.569958 -0.005 -0.005 0.016 0.493
H 5.040768 0.993287 -0.886899 -0.005 -0.002 -0.007 0.515
H 1.905543 -1.368162 -4.437402 0.017 0.010 0.012 0.582
H -0.677541 -2.018099 -4.542483 -0.017 -0.009 0.019 0.544
H -4.082516 -0.345912 -3.516604 -0.008 -0.002 -0.005 0.422
H -5.548395 -1.494085 -5.148372 0.001 -0.001 0.001 0.365
H -5.227726 -3.905858 -5.612301 -0.001 0.004 0.000 0.363
H -3.436345 -5.152143 -4.439652 0.008 0.001 0.004 0.423
H -1.977315 -3.996286 -2.822752 0.012 -0.025 0.009 0.679
H -4.193219 2.211221 3.152552 -0.001 0.000 0.002 0.440
H -6.072640 2.243083 4.764486 0.000 0.000 -0.001 0.370
H -6.669934 0.186861 6.006417 0.002 0.000 0.000 0.368
H -5.378775 -1.891392 5.628769 -0.001 0.001 0.001 0.376
H -3.501121 -1.905427 4.018156 -0.003 0.001 0.005 0.453
H -1.868517 1.324647 5.021954 -0.004 -0.001 -0.008 0.470
H 0.680014 2.112470 5.066311 0.002 0.006 0.001 0.474
H -5.040984 -0.946386 1.418337 -0.002 0.002 -0.007 0.506
H -4.745397 -1.780953 -1.105099 0.001 -0.001 0.001 0.531
H 4.585247 -2.036439 -1.992330 -0.019 0.011 0.007 0.451
H 6.507732 -2.144344 -3.541410 0.007 0.007 -0.010 0.391
H 6.771680 -0.441449 -5.322460 -0.002 0.001 0.002 0.344
H 5.100455 1.375468 -5.536512 0.006 -0.006 -0.002 0.374
H 3.190258 1.483055 -3.966471 -0.002 -0.008 0.005 0.397
N -1.172717 -3.546562 0.855464 -0.016 0.032 0.012 -0.322
C 0.100931 -3.251744 0.448303 0.184 -0.109 -0.037 0.695
O 0.658964 -2.206606 0.849542 -0.116 0.056 0.130 -0.965
C 0.766052 -4.196397 -0.393288 -0.134 0.127 -0.033 0.302
C 0.064189 -5.308516 -0.895166 0.125 -0.149 0.086 -0.180
N -0.557033 -6.216864 -1.258938 -0.076 0.085 -0.077 -0.685
C 2.107985 -3.970777 -0.766932 -0.006 0.071 -0.042 0.212
N 3.207526 -3.785282 -1.071468 0.007 -0.045 0.010 -0.699
H -1.700745 -2.764784 1.208659 -0.026 0.019 -0.015 0.027
H -1.682539 -4.265369 0.368530 -0.008 0.008 0.000 0.288
N 0.009288 4.936276 -2.822474 0.017 0.026 -0.017 -0.596
C -0.900094 4.122057 -2.020685 -0.027 -0.036 0.004 -0.503
C -0.200290 2.890175 -1.452597 0.005 0.039 -0.064 0.310
O 0.968096 2.609308 -2.027640 0.052 0.005 -0.013 -0.308
O -0.687476 2.228384 -0.580996 -0.025 0.007 0.072 -0.562
H -0.464607 5.399118 -3.583993 0.004 -0.001 -0.004 0.203
H 1.127734 3.316621 -2.684546 -0.032 -0.024 0.036 0.482
H 0.471921 5.641380 -2.264178 -0.013 0.007 0.001 0.196
H -1.700813 3.741156 -2.656145 -0.006 0.006 -0.005 0.302
H -1.371806 4.643530 -1.186746 0.011 0.011 0.008 0.312